{"formula": "C62H73N3O6PS2Sr", "method": "the ωB97M-V functional and the def2-TZVPD basis", "species": ["Sr", "C", "C", "C", "C", "C", "C", "C", "N", "C", "C", "C", "C", "C", "C", "O", "C", "C", "C", "C", "C", "C", "C", "C", "C", "O", "C", "C", "C", "C", "C", "C", "H", "H", "H", "H", "H", "H", "H", "H", "H", "H", "H", "H", "H", "H", "H", "H", "H", "H", "H", "H", "H", "H", "H", "H", "H", "H", "H", "H", "H", "H", "H", "H", "H", "H", "H", "H", "H", "H", "H", "H", "O", "C", "O", "C", "P", "C", "C", "C", "C", "C", "C", "C", "C", "C", "C", "C", "C", "H", "H", "H", "H", "H", "H", "H", "H", "H", "H", "H", "H", "S", "C", "N", "C", "C", "N", "C", "C", "C", "C", "C", "C", "C", "C", "S", "C", "C", "C", "C", "C", "C", "C", "H", "H", "H", "H", "H", "H", "H", "H", "H", "H", "H", "H", "H", "H", "H", "H", "H", "H", "C", "C", "O", "O", "H", "H", "H"], "positions_angstrom": [[-0.205, 0.715, -0.261], [1.638, -5.466, 3.591], [2.852, -4.982, 2.801], [3.982, -4.660, 3.787], [3.302, -6.118, 1.873], [2.527, -3.740, 1.977], [1.338, -3.091, 2.025], [1.057, -2.006, 1.139], [-0.183, -1.498, 0.981], [-1.216, -1.596, 1.790], [-1.178, -1.685, 3.223], [-2.323, -1.840, 3.913], [-3.520, -2.187, 3.161], [-3.639, -2.153, 1.817], [-2.515, -1.543, 1.076], [-2.631, -1.031, -0.041], [-4.915, -2.651, 1.131], [-6.065, -1.676, 1.404], [-5.277, -4.030, 1.701], [-4.747, -2.824, -0.383], [-2.433, -1.666, 5.421], [-1.117, -1.179, 6.022], [-2.825, -2.994, 6.081], [-3.505, -0.603, 5.706], [2.026, -1.593, 0.127], [1.726, -0.754, -0.756], [3.347, -2.222, 0.191], [3.529, -3.241, 1.070], [4.424, -1.776, -0.793], [3.982, -2.167, -2.205], [5.770, -2.440, -0.507], [4.630, -0.254, -0.717], [1.893, -6.385, 4.123], [0.792, -5.678, 2.937], [1.319, -4.730, 4.331], [4.238, -5.542, 4.381], [3.682, -3.863, 4.469], [4.883, -4.332, 3.268], [3.435, -7.040, 2.443], [4.249, -5.891, 1.382], [2.560, -6.300, 1.094], [0.539, -3.430, 2.669], [-0.233, -1.489, 3.707], [-4.379, -2.509, 3.740], [-6.216, -1.542, 2.478], [-6.996, -2.049, 0.971], [-5.860, -0.698, 0.967], [-5.488, -3.999, 2.769], [-4.461, -4.738, 1.542], [-6.167, -4.412, 1.197], [-4.674, -1.875, -0.906], [-5.612, -3.371, -0.768], [-3.847, -3.390, -0.625], [-0.322, -1.917, 5.902], [-1.254, -1.005, 7.091], [-0.801, -0.243, 5.558], [-2.071, -3.760, 5.886], [-3.781, -3.368, 5.711], [-2.912, -2.865, 7.162], [-3.211, 0.349, 5.262], [-3.615, -0.467, 6.786], [-4.476, -0.891, 5.300], [4.496, -3.727, 1.091], [3.867, -3.250, -2.288], [4.731, -1.841, -2.935], [3.031, -1.700, -2.437], [5.744, -3.518, -0.682], [6.095, -2.267, 0.520], [6.525, -2.017, -1.174], [3.719, 0.290, -0.946], [5.414, 0.040, -1.421], [4.947, 0.039, 0.286], [-1.682, 1.685, 3.784], [-1.852, 1.696, 2.575], [-0.953, 1.744, 1.664], [-3.274, 1.693, 1.953], [-3.051, 2.084, 0.151], [-4.800, 2.174, -0.434], [-5.312, 1.031, -1.043], [-6.625, 0.989, -1.494], [-7.445, 2.097, -1.346], [-6.945, 3.247, -0.747], [-5.633, 3.284, -0.297], [-2.686, 3.889, 0.168], [-2.679, 4.684, 1.310], [-2.420, 6.047, 1.227], [-2.165, 6.634, -0.004], [-2.146, 5.846, -1.148], [-2.396, 4.485, -1.057], [-3.936, 2.389, 2.475], [-3.699, 0.689, 2.038], [-4.661, 0.170, -1.160], [-7.001, 0.091, -1.969], [-8.470, 2.067, -1.696], [-7.577, 4.119, -0.630], [-5.251, 4.188, 0.159], [-2.855, 4.242, 2.282], [-2.421, 6.647, 2.129], [-1.972, 7.697, -0.071], [-1.930, 6.287, -2.113], [-2.356, 3.866, -1.947], [-0.208, -1.426, -3.080], [0.031, -0.120, -4.030], [1.124, 0.092, -4.771], [1.343, 1.321, -5.520], [0.051, 1.744, -6.145], [-0.936, 1.909, -5.092], [-1.903, 2.985, -5.307], [-1.251, 4.351, -5.299], [-0.515, 4.751, -4.181], [0.095, 5.996, -4.171], [-0.015, 6.848, -5.268], [-0.747, 6.453, -6.373], [-1.361, 5.205, -6.386], [-1.092, 1.001, -4.120], [-2.327, 0.985, -3.061], [2.207, -0.881, -4.864], [2.151, -1.633, -6.165], [3.139, -1.458, -7.125], [3.080, -2.135, -8.339], [2.022, -2.991, -8.598], [1.025, -3.165, -7.643], [1.087, -2.492, -6.435], [2.086, 1.119, -6.293], [1.724, 2.108, -4.859], [-0.286, 1.004, -6.880], [0.175, 2.704, -6.648], [-2.645, 2.907, -4.513], [-2.417, 2.816, -6.259], [-0.416, 4.091, -3.322], [0.654, 6.305, -3.298], [0.471, 7.815, -5.255], [-0.843, 7.112, -7.227], [-1.940, 4.896, -7.250], [2.121, -1.551, -4.013], [3.153, -0.340, -4.788], [3.967, -0.790, -6.919], [3.858, -1.990, -9.077], [1.973, -3.526, -9.538], [0.196, -3.832, -7.841], [0.315, -2.626, -5.687], [2.495, 3.627, -1.751], [1.497, 2.639, -1.207], [0.470, 2.349, -1.926], [1.742, 2.140, -0.082], [2.239, 3.944, -2.759], [3.485, 3.170, -1.751], [2.534, 4.492, -1.089]], "forces_ev_per_angstrom": [[-0.93, -0.60, -0.80], [-0.01, -0.03, 0.06], [-0.01, 0.09, 0.00], [0.00, -0.01, 0.05], [-0.02, -0.05, -0.03], [0.38, 0.01, -0.16], [0.03, 0.31, -0.06], [-0.08, -0.04, 0.14], [0.06, -0.69, -0.01], [0.27, -0.18, -0.30], [-0.02, -0.15, -0.14], [-0.21, -0.14, 0.07], [0.23, 0.00, 0.24], [0.10, 0.03, -0.15], [-0.06, 0.33, 0.13], [0.14, -0.06, 0.15], [0.03, 0.11, 0.00], [-0.01, 0.06, -0.01], [0.01, -0.02, 0.02], [-0.06, -0.03, -0.06], [-0.04, 0.01, -0.10], [0.02, 0.01, 0.01], [0.00, -0.01, 0.00], [0.04, 0.04, 0.03], [-0.02, -0.27, 0.14], [0.19, -0.12, 0.19], [-0.31, 0.16, -0.07], [-0.07, -0.10, 0.34], [-0.01, 0.04, 0.14], [0.08, 0.00, -0.05], [0.06, -0.04, -0.02], [0.03, 0.00, 0.03], [0.00, 0.00, 0.03], [-0.01, -0.02, -0.03], [-0.01, 0.03, 0.00], [0.01, -0.02, 0.00], [-0.02, 0.01, 0.00], [0.02, 0.01, -0.02], [0.03, -0.01, 0.01], [0.02, 0.02, -0.01], [-0.03, -0.01, 0.01], [-0.02, -0.03, -0.02], [0.04, 0.08, 0.00], [-0.02, 0.00, 0.03], [-0.02, -0.01, 0.01], [-0.02, -0.02, -0.03], [0.02, 0.00, 0.02], [-0.01, 0.02, 0.04], [0.01, -0.01, -0.02], [-0.02, -0.01, 0.00], [0.01, -0.04, 0.04], [-0.01, -0.01, -0.02], [0.00, -0.04, 0.01], [0.02, -0.03, 0.00], [0.02, 0.00, 0.03], [-0.03, 0.02, -0.01], [0.03, -0.01, 0.00], [-0.03, 0.00, 0.00], [-0.01, 0.00, 0.02], [0.01, 0.01, -0.03], [-0.02, -0.01, 0.01], [-0.04, -0.01, 0.02], [-0.01, -0.04, 0.00], [0.01, -0.02, -0.01], [-0.02, 0.00, -0.03], [0.03, 0.00, 0.13], [-0.03, -0.02, 0.01], [0.02, 0.04, 0.02], [0.00, -0.02, -0.01], [-0.03, -0.01, 0.00], [0.00, 0.01, 0.00], [0.03, -0.01, 0.02], [-0.18, -0.10, 0.46], [-0.01, 0.27, -0.89], [-0.01, 0.03, 1.02], [0.10, 0.17, -0.12], [-0.24, 0.41, 0.29], [-0.02, -0.05, 0.13], [0.02, -0.06, -0.04], [0.01, 0.01, -0.01], [0.01, 0.02, 0.03], [0.00, -0.07, -0.03], [0.00, 0.01, 0.00], [0.01, -0.10, 0.11], [0.06, 0.02, 0.05], [-0.02, -0.04, -0.07], [-0.01, -0.03, 0.03], [-0.02, -0.01, -0.03], [0.02, 0.03, 0.00], [-0.03, -0.11, 0.01], [-0.05, 0.05, -0.01], [0.00, 0.04, -0.03], [-0.01, -0.02, 0.01], [0.00, 0.01, -0.01], [-0.01, 0.00, -0.01], [0.01, 0.02, 0.02], [-0.02, 0.00, 0.03], [0.02, 0.01, 0.01], [0.02, 0.02, 0.00], [0.00, 0.01, 0.01], [-0.04, -0.03, -0.03], [-0.17, -0.39, 0.07], [-0.85, 0.96, -0.10], [0.38, 0.08, -0.27], [0.05, -0.07, 0.07], [-0.04, 0.15, 0.07], [-0.20, 0.48, -0.45], [-0.04, 0.06, 0.06], [0.12, -0.29, 0.15], [-0.02, 0.03, -0.04], [-0.01, 0.00, -0.09], [0.04, -0.04, 0.13], [-0.09, -0.09, -0.03], [-0.03, 0.10, -0.03], [0.98, -0.82, 0.11], [-0.35, -0.08, 0.35], [0.02, 0.09, 0.12], [0.03, 0.01, -0.09], [0.02, -0.06, -0.06], [-0.03, 0.02, 0.06], [-0.03, -0.01, 0.05], [0.04, 0.00, -0.06], [-0.03, -0.01, -0.01], [-0.04, -0.02, 0.02], [-0.03, -0.05, 0.01], [0.00, -0.01, -0.01], [-0.02, -0.01, 0.02], [0.03, 0.01, -0.05], [0.01, -0.01, -0.05], [0.04, -0.06, -0.08], [0.05, 0.01, 0.04], [-0.01, 0.02, 0.01], [0.00, 0.00, -0.02], [0.02, -0.01, -0.01], [-0.06, 0.00, -0.14], [-0.01, -0.01, 0.07], [0.03, 0.01, 0.00], [0.02, 0.00, -0.02], [-0.01, 0.00, -0.03], [-0.01, -0.02, -0.01], [0.01, 0.00, 0.01], [0.16, 0.23, -0.14], [-0.25, -0.26, -0.15], [0.92, 0.53, 0.17], [0.10, 0.50, -0.51], [-0.04, 0.06, -0.07], [0.03, -0.02, 0.03], [0.01, 0.01, -0.01]], "homo_lumo_gap_ev": [5.56, 5.57], "charge": -1, "spin_multiplicity": 1, "total_energy_ha": -4190.80277, "molar_mass_g_mol": 1139.0, "fmax_ha_per_bohr": 0.0266, "e_lumo_ev": [1.34, 1.34], "de_lowest_kcal_mol": 12.7}